A structure of composition C42H56BMnN4O2 at a distorted geometry, computed with ωB97M-V/def2-TZVPD.

Geometry as XYZ:
```
106
Properties=species:S:1:pos:R:3:forces:R:3
Mn 0.1017 0.0806 0.5014 -2.19 1.64 1.94
O 1.1881 -1.0824 -3.2876 0.16 0.26 0.03
O 1.7921 0.9449 -2.3839 -0.10 -0.20 -0.05
N 0.5598 0.4891 2.4480 0.25 -0.29 0.70
N 2.0024 -0.1729 0.4063 1.53 -0.79 -0.99
N -1.3309 1.5802 0.6173 -0.13 -0.27 0.12
N -0.8836 -0.3548 -1.0881 0.07 -0.87 -0.58
C -1.2924 -4.6962 -1.8963 -0.02 0.02 0.01
C 0.9614 -0.1209 -4.3578 0.00 0.06 0.27
C -0.5388 -0.0879 -4.5981 -0.18 0.08 0.06
C -2.0272 -3.9051 -0.8032 0.09 0.07 -0.12
C 4.6440 -2.0800 -2.7476 0.00 0.07 0.05
C -2.1984 -0.2163 -1.4462 0.38 -0.08 0.09
C 1.4045 0.2289 4.5920 -0.01 -0.11 0.27
C 0.5865 2.4041 -3.8504 -0.16 0.15 0.05
C -2.8010 -1.5149 -1.4698 -0.19 -0.12 -0.07
C -0.2586 1.6563 5.9223 -0.08 -0.01 -0.10
C 1.6638 -0.6316 -5.5975 0.05 -0.14 -0.14
C -2.3333 3.5458 1.1873 0.14 0.21 0.15
C -3.1532 4.3771 -2.2736 0.03 -0.05 0.06
C 3.1276 -1.9131 -0.7446 -0.32 0.04 0.01
C 2.8684 -0.7558 1.2163 -0.39 -0.12 -0.48
C 0.3509 1.0676 4.6861 -0.07 0.01 0.16
C -2.6752 4.7488 2.0128 -0.21 -0.14 0.08
C 4.9657 -2.3291 0.9850 -0.15 -0.18 0.07
C 1.8695 -1.7514 6.0772 -0.03 -0.05 0.00
C 2.7120 -0.6628 2.6104 0.03 0.17 0.49
C 2.8829 1.6380 -4.3875 0.13 0.03 -0.09
C -2.2359 1.9418 -0.3816 -0.08 0.00 -0.44
C -1.4559 2.4873 1.6010 -0.26 0.06 -0.13
C 1.5500 1.2350 -3.7835 -0.05 -0.23 0.08
C -2.7491 1.0521 -1.3333 -0.02 0.28 0.36
C 4.7234 -3.7524 1.5148 0.01 0.08 0.06
C -4.2318 -1.7872 -1.8325 0.07 -0.04 0.13
C -1.6297 1.0489 6.2551 0.05 -0.03 -0.04
C -1.8819 -2.4216 -0.9776 -0.18 -0.08 0.08
C -2.8146 3.2048 -0.0484 -0.12 0.04 -0.13
C 1.8455 -1.0906 -0.7763 0.34 -0.28 0.26
C 3.7165 -1.6997 0.4378 0.20 0.01 0.47
C 1.5820 -0.0647 3.1716 0.46 -0.06 -0.68
C 2.2629 -0.3200 5.6927 -0.07 -0.05 -0.11
C -0.9946 2.2730 2.9309 0.10 0.02 0.22
C -5.1325 -1.8527 -0.5913 -0.02 0.01 -0.01
C 0.6178 -1.9118 -0.2369 -0.15 -0.10 -1.25
C -0.6854 -1.6774 -0.7517 0.78 -0.05 -0.80
C -3.7646 3.9692 -0.9239 0.15 -0.01 -0.03
C 3.5948 -2.7860 -1.8768 -0.02 0.17 0.09
C -3.9524 4.5551 2.8437 0.04 -0.01 0.03
C -0.1479 1.2768 3.3248 0.01 0.51 -0.11
B 1.5549 -0.3844 -2.1667 0.11 0.21 -0.18
H -4.5910 -1.0046 -2.5030 0.01 0.01 -0.03
H 2.7686 1.9276 -5.4367 0.03 -0.01 0.11
H -4.1143 5.3931 3.5277 0.00 -0.05 -0.07
H 0.8706 -2.8510 0.2276 -0.05 -0.08 0.29
H -0.2385 2.2667 -3.1468 0.04 0.00 -0.11
H -1.6321 -4.1927 0.1754 -0.06 -0.03 0.01
H 5.3500 -1.7059 1.7956 0.03 0.01 -0.04
H 2.7203 -0.8302 -5.4131 -0.07 0.02 -0.02
H -1.6468 -4.4004 -2.8882 0.03 -0.03 0.09
H 5.6228 -4.1546 1.9898 -0.07 0.04 -0.06
H 3.3105 -0.3052 5.3830 0.00 0.04 -0.01
H 2.1892 0.3250 6.5692 0.03 0.01 0.01
H 5.7355 -2.3456 0.2099 0.00 -0.04 0.02
H 4.2273 -1.1693 -3.1866 0.02 -0.06 0.01
H -0.2171 -4.5019 -1.8580 -0.07 0.01 -0.02
H -0.8844 -1.1141 -4.7358 0.00 0.03 -0.03
H 0.4171 1.5037 6.7654 0.01 0.04 -0.01
H -0.3646 2.7380 5.7946 0.01 -0.01 0.03
H -3.6842 1.3047 -1.8262 0.03 -0.01 0.13
H -3.0863 -4.1731 -0.8087 0.02 0.01 0.03
H -5.0016 -0.9585 0.0245 -0.02 -0.06 -0.06
H -4.0848 4.8654 -0.3917 -0.07 0.02 0.03
H 2.5625 -2.1711 6.8136 -0.08 0.07 -0.08
H 3.6162 0.8340 -4.3267 -0.01 0.01 0.01
H -2.9365 3.4999 -2.8900 -0.01 0.09 0.07
H -0.7791 0.4861 -5.4975 0.00 -0.04 0.08
H -1.8402 4.9806 2.6754 0.03 0.03 0.01
H 4.9846 -2.7281 -3.5604 -0.06 0.06 0.08
H 3.2722 2.4921 -3.8299 -0.02 -0.05 -0.05
H -1.4481 -5.7730 -1.7824 0.01 0.09 0.01
H 4.0143 -3.7127 -1.4824 0.02 -0.03 0.01
H -2.2111 4.9101 -2.1184 -0.07 -0.03 -0.01
H 5.5134 -1.7861 -2.1515 -0.09 -0.05 -0.08
H 1.1124 3.3208 -3.5760 -0.05 -0.04 0.01
H -1.3271 2.9697 3.6956 -0.08 -0.11 -0.12
H 3.4495 -1.1063 3.2711 -0.03 0.10 -0.08
H 1.1911 -1.5673 -5.9046 0.05 0.05 -0.02
H 0.1826 2.5286 -4.8590 0.05 0.02 0.08
H 2.7389 -3.0497 -2.4991 -0.03 -0.07 0.00
H -4.8280 4.4702 2.1949 0.06 -0.02 0.04
H 0.8622 -1.7726 6.5058 0.11 -0.01 -0.07
H -2.3425 1.2333 5.4486 0.04 -0.02 0.04
H -1.0799 0.3357 -3.7477 0.10 -0.10 -0.13
H 3.9175 -3.7584 2.2563 0.09 0.02 -0.09
H -2.0356 1.4728 7.1778 0.05 -0.02 -0.08
H -6.1866 -1.9259 -0.8731 0.08 -0.01 0.02
H -3.8911 3.6373 3.4374 0.00 0.10 -0.05
H -3.8282 5.0302 -2.8334 0.03 -0.07 0.05
H -4.2972 -2.7299 -2.3839 -0.01 0.05 0.00
H 1.5739 0.0839 -6.4206 0.01 -0.08 0.08
H 1.8713 -2.4006 5.1965 0.00 0.05 0.09
H -2.7969 5.6113 1.3560 0.01 0.07 0.00
H -4.8849 -2.7211 0.0252 0.00 0.09 -0.03
H -1.5476 -0.0343 6.3834 -0.01 0.09 0.00
H 4.4370 -4.4285 0.7063 -0.01 0.04 0.05
H -4.6655 3.3707 -1.0977 -0.01 0.03 0.00
```
Forces are in eV/Å.

The frontier orbital gap (spin up / spin down) is 5.596 / 5.445 eV. As for the energy: -86518.1455 eV. Its multiplicity is 5. For the LUMO energy (spin up / spin down), the calculation gives -0.520 / -0.592 eV. Its charge is 0. As for the expectation value of S²: 6.395.